Record 1
C40H38BN6O4Pd | ωB97M-V/def2-TZVPD

Cartesian coordinates (Å):
Pd (0.795, -0.636, 1.319)
C (-0.992, -2.587, 4.646)
C (-0.982, -2.166, 3.312)
N (0.144, -1.523, 3.049)
N (0.895, -1.534, 4.170)
C (0.222, -2.168, 5.146)
B (2.373, -1.095, 4.230)
N (2.505, 0.367, 3.754)
C (3.146, 1.406, 4.314)
C (3.087, 2.472, 3.438)
C (2.372, 1.978, 2.338)
N (2.024, 0.720, 2.554)
N (3.220, -1.990, 3.313)
C (4.341, -2.679, 3.611)
C (4.807, -3.253, 2.449)
C (3.880, -2.846, 1.474)
N (2.932, -2.091, 2.006)
H (-1.773, -3.116, 5.164)
H (-1.708, -2.284, 2.533)
H (0.666, -2.284, 6.120)
H (2.756, -1.192, 5.367)
H (3.605, 1.307, 5.284)
H (3.503, 3.456, 3.569)
H (2.106, 2.455, 1.408)
H (4.723, -2.701, 4.618)
H (5.682, -3.869, 2.325)
H (3.860, -3.066, 0.417)
C (-1.257, 4.188, -1.524)
C (-1.746, 2.763, -1.785)
C (-2.899, 2.759, -2.770)
O (-2.127, 2.168, -0.547)
C (-1.152, 1.191, -0.154)
C (-0.009, 1.490, -1.152)
O (-0.720, 1.947, -2.296)
C (1.172, 0.537, -1.443)
O (1.684, 0.201, -0.218)
C (0.922, -0.683, -2.359)
C (1.372, -1.925, -1.918)
C (1.273, -3.050, -2.724)
C (0.739, -2.953, -4.001)
C (0.304, -1.719, -4.457)
C (0.392, -0.596, -3.645)
C (2.279, 1.384, -2.143)
C (2.068, 2.108, -3.317)
C (3.096, 2.838, -3.899)
C (4.360, 2.854, -3.327)
C (4.581, 2.132, -2.164)
C (3.552, 1.406, -1.578)
C (-1.809, -0.206, 0.003)
O (-0.845, -1.156, 0.223)
C (-2.675, -0.606, -1.214)
C (-3.889, 0.040, -1.464)
C (-4.722, -0.373, -2.491)
C (-4.364, -1.455, -3.286)
C (-3.173, -2.115, -3.030)
C (-2.337, -1.698, -2.001)
C (-2.792, -0.175, 1.208)
C (-2.833, 0.805, 2.194)
C (-3.706, 0.701, 3.275)
C (-4.572, -0.373, 3.380)
C (-4.566, -1.344, 2.385)
C (-3.689, -1.240, 1.320)
H (-2.081, 4.784, -1.128)
H (-0.904, 4.638, -2.453)
H (-0.448, 4.198, -0.794)
H (-3.778, 3.212, -2.311)
H (-3.132, 1.738, -3.063)
H (-2.626, 3.337, -3.654)
H (-0.790, 1.460, 0.841)
H (0.506, 2.356, -0.711)
H (1.788, -1.993, -0.923)
H (1.616, -4.008, -2.350)
H (0.663, -3.831, -4.633)
H (-0.126, -1.626, -5.448)
H (0.025, 0.347, -4.018)
H (1.093, 2.115, -3.779)
H (2.905, 3.397, -4.808)
H (5.162, 3.421, -3.784)
H (5.562, 2.132, -1.703)
H (3.714, 0.846, -0.668)
H (-4.184, 0.870, -0.836)
H (-5.658, 0.147, -2.667)
H (-5.016, -1.785, -4.086)
H (-2.883, -2.967, -3.635)
H (-1.422, -2.228, -1.780)
H (-2.199, 1.677, 2.137)
H (-3.707, 1.475, 4.032)
H (-5.252, -0.450, 4.219)
H (-5.244, -2.187, 2.444)
H (-3.681, -2.004, 0.551)

## Properties
2S+1: 1
ΔE to the lowest compared entry with this formula, charge and spin (kJ/mol): 4.8
Total charge: -1

Record 2
C2H3LiOPr | ωB97M-V/def2-TZVPD

Cartesian coordinates (Å):
O (0.939, 0.509, -0.030)
C (-0.017, 0.598, -0.954)
Li (0.029, 1.345, 1.756)
Pr (0.282, -1.875, 0.062)
H (0.289, 1.093, -1.893)
C (-1.647, 0.008, 0.100)
H (-2.497, -0.150, -0.583)
H (-2.242, 0.316, 0.977)

## Properties
2S+1: 4
ΔE to the lowest compared entry with this formula, charge and spin (kJ/mol): 36.6
Total charge: +2

Record 3
C4H36N2O12S2 | ωB97M-V/def2-TZVPD

Cartesian coordinates (Å):
N (0.313, 3.477, 1.454)
C (-1.027, 2.955, 1.450)
C (-1.939, 3.726, 0.439)
S (-2.083, 3.001, -1.239)
S (-0.572, 1.656, -1.442)
C (-1.239, -0.008, -1.185)
C (-1.093, -0.891, -2.434)
N (-2.451, -1.062, -3.007)
H (0.999, 3.006, 0.903)
H (0.554, 4.281, 1.990)
H (-0.929, 1.916, 1.105)
H (-1.517, 2.988, 2.426)
H (-2.923, 3.833, 0.911)
H (-1.576, 4.758, 0.525)
H (-2.207, -0.199, -0.755)
H (-0.452, -0.464, -0.562)
H (-0.668, -1.875, -2.222)
H (-0.479, -0.521, -3.254)
H (-2.508, -1.706, -3.775)
H (-3.112, -1.237, -2.262)
H (4.102, -2.595, -1.445)
H (4.655, -2.835, -0.043)
O (4.554, -2.157, -0.719)
H (-0.749, -2.545, 3.248)
H (-2.276, -2.907, 3.659)
O (-1.687, -2.403, 3.098)
H (4.530, 0.832, -1.204)
H (4.740, -0.233, -2.344)
O (4.153, 0.441, -1.996)
H (-2.160, 1.768, -4.705)
H (-2.973, 0.914, -3.646)
O (-2.859, 1.780, -4.055)
H (1.419, -0.931, 3.215)
H (0.756, -0.950, 1.877)
O (1.075, -1.560, 2.570)
H (1.872, -3.851, 0.921)
H (1.881, -2.408, 1.368)
O (2.117, -2.976, 0.600)
H (4.274, -0.309, 1.745)
H (4.857, -0.766, 0.377)
O (4.937, -0.097, 1.082)
H (2.389, 0.058, -0.219)
H (1.804, 1.198, 0.677)
O (1.740, 0.262, 0.461)
H (-2.941, -3.080, -0.002)
H (-2.463, -3.566, 1.474)
O (-2.356, -3.622, 0.527)
H (-5.419, -0.074, -0.383)
H (-4.061, -0.159, 0.134)
O (-4.670, -0.686, -0.424)
H (3.922, 1.804, 0.485)
H (3.609, 2.883, -0.499)
O (3.282, 2.508, 0.317)
H (-2.187, -1.140, 1.987)
H (-2.217, 0.277, 1.308)
O (-2.740, -0.510, 1.488)

## Properties
2S+1: 1
ΔE to the lowest compared entry with this formula, charge and spin (kJ/mol): 200.4

Record 4
C5H8O | ωB97M-V/def2-TZVPD

Cartesian coordinates (Å):
C (-0.789, 0.867, 0.781)
O (-1.473, 0.355, -0.345)
C (-0.952, -0.956, -0.419)
C (0.554, -0.788, -0.259)
C (1.198, 0.440, -0.837)
C (0.666, 0.471, 0.568)
H (-1.024, 1.928, 0.890)
H (-1.141, 0.296, 1.664)
H (-1.324, -1.437, -1.326)
H (-1.302, -1.498, 0.484)
H (1.149, -1.674, -0.063)
H (0.717, 1.004, -1.632)
H (2.283, 0.393, -0.912)
H (1.347, 0.564, 1.407)

## Properties
Structure (SMILES): C1OC[C@H]2C[C@@H]12
2S+1: 1
ΔE to the lowest compared entry with this formula, charge and spin (kJ/mol): 141.1

Record 5
C10H40N20O10 | ωB97M-V/def2-TZVPD

Cartesian coordinates (Å):
C (-2.005, -1.493, -5.065)
O (-2.377, -1.210, -6.227)
N (-1.366, -0.583, -4.306)
N (-2.073, -2.685, -4.586)
H (-0.852, -0.953, -3.519)
H (-1.066, 0.292, -4.711)
H (-2.373, -2.771, -3.626)
H (-2.546, -3.325, -5.208)
C (4.322, 4.176, -1.088)
O (4.463, 4.733, -2.109)
N (3.618, 3.083, -0.961)
N (4.831, 4.426, 0.129)
H (2.950, 2.862, -1.685)
H (3.362, 2.821, -0.020)
H (4.617, 3.804, 0.895)
H (5.410, 5.252, 0.169)
C (0.155, -0.324, -0.846)
O (-0.792, -0.377, -1.608)
N (0.152, -0.919, 0.302)
N (1.216, 0.334, -1.077)
H (0.986, -0.808, 0.861)
H (-0.643, -1.484, 0.562)
H (1.267, 0.977, -1.854)
H (1.742, 0.430, -0.220)
C (-4.612, -0.108, -3.177)
O (-4.874, -0.913, -2.295)
N (-3.690, 0.811, -3.091)
N (-5.434, 0.186, -4.174)
H (-2.807, 0.418, -3.386)
H (-3.740, 1.268, -2.192)
H (-5.224, 0.896, -4.861)
H (-6.380, -0.163, -4.119)
C (2.123, 1.508, 2.622)
O (2.635, 1.779, 1.488)
N (1.009, 1.987, 3.004)
N (2.607, 0.731, 3.558)
H (0.744, 1.576, 3.888)
H (0.436, 2.406, 2.286)
H (2.030, 0.784, 4.385)
H (3.555, 0.404, 3.439)
C (-2.763, 1.641, 1.337)
O (-1.680, 2.114, 1.561)
N (-2.997, 0.702, 0.411)
N (-3.739, 1.776, 2.171)
H (-2.287, 0.435, -0.256)
H (-3.889, 0.300, 0.162)
H (-4.652, 1.757, 1.738)
H (-3.500, 2.258, 3.025)
C (-3.188, -2.923, 3.231)
O (-3.579, -3.466, 2.218)
N (-1.982, -2.431, 3.340)
N (-3.811, -2.853, 4.374)
H (-1.761, -2.298, 4.317)
H (-1.380, -2.806, 2.621)
H (-3.351, -2.525, 5.212)
H (-4.736, -3.258, 4.360)
C (0.800, -2.663, 5.336)
O (-0.188, -2.341, 5.940)
N (1.785, -3.478, 5.693)
N (1.032, -2.187, 4.153)
H (2.264, -4.073, 5.032)
H (1.961, -3.581, 6.683)
H (1.950, -2.462, 3.834)
H (0.425, -1.536, 3.676)
C (1.097, 2.899, -3.478)
O (1.092, 2.910, -2.276)
N (0.603, 1.944, -4.209)
N (1.699, 3.882, -4.179)
H (0.741, 1.029, -3.803)
H (0.691, 2.023, -5.212)
H (2.235, 4.540, -3.631)
H (1.702, 3.864, -5.189)
C (3.498, -2.402, -0.567)
O (3.735, -2.602, -1.686)
N (3.936, -1.468, 0.114)
N (2.952, -3.228, 0.299)
H (4.633, -0.830, -0.242)
H (3.634, -1.506, 1.077)
H (2.560, -4.109, -0.001)
H (3.083, -2.877, 1.237)

## Properties
2S+1: 2
ΔE to the lowest compared entry with this formula, charge and spin (kJ/mol): 311.4
Total charge: +1

Record 6
C19H30NO4SiYb | ωB97M-V/def2-TZVPD

Cartesian coordinates (Å):
Yb (0.018, 1.644, -0.256)
O (-3.433, 4.043, -0.130)
C (-2.305, 3.647, -0.253)
O (-1.906, 2.427, -0.554)
C (-1.117, 4.590, -0.076)
C (-1.145, 5.969, -0.112)
C (0.073, 6.641, -0.094)
C (1.276, 5.939, -0.082)
C (1.213, 4.562, -0.048)
N (0.040, 3.938, -0.002)
C (2.381, 3.589, -0.193)
O (3.512, 3.949, -0.007)
O (1.962, 2.386, -0.536)
H (-2.093, 6.486, -0.177)
H (0.088, 7.723, -0.131)
H (2.237, 6.433, -0.121)
C (0.189, -3.076, -2.054)
C (0.489, -1.616, -1.695)
C (1.995, -1.376, -1.881)
C (-0.207, -0.703, -2.723)
Si (-0.032, -1.094, 0.117)
C (1.262, -1.777, 1.399)
C (2.548, -0.937, 1.359)
C (1.629, -3.252, 1.186)
C (0.701, -1.620, 2.818)
C (-1.817, -1.759, 0.527)
C (-2.775, -1.433, -0.629)
C (-2.386, -1.024, 1.754)
C (-1.874, -3.270, 0.788)
H (0.550, -3.300, -3.066)
H (-0.879, -3.297, -2.030)
H (0.687, -3.763, -1.366)
H (2.267, -1.545, -2.931)
H (2.594, -2.057, -1.278)
H (2.292, -0.352, -1.630)
H (0.196, -0.882, -3.727)
H (-0.030, 0.367, -2.526)
H (-1.285, -0.841, -2.760)
H (3.065, -0.978, 0.401)
H (3.246, -1.299, 2.125)
H (2.354, 0.117, 1.580)
H (2.126, -3.415, 0.226)
H (0.750, -3.900, 1.220)
H (2.320, -3.588, 1.970)
H (0.368, -0.596, 3.015)
H (1.486, -1.854, 3.549)
H (-0.135, -2.292, 3.011)
H (-2.778, -0.366, -0.874)
H (-3.800, -1.694, -0.335)
H (-2.546, -1.999, -1.532)
H (-2.407, 0.059, 1.603)
H (-1.834, -1.232, 2.669)
H (-3.425, -1.339, 1.918)
H (-1.505, -3.845, -0.065)
H (-2.911, -3.581, 0.974)
H (-1.288, -3.559, 1.662)

## Properties
2S+1: 2
ΔE to the lowest compared entry with this formula, charge and spin (kJ/mol): 0.0

Record 7
C14H20F3MgNS4 | ωB97M-V/def2-TZVPD

Cartesian coordinates (Å):
Mg (0.360, -0.735, -0.114)
C (3.037, 1.254, 0.407)
C (1.873, 1.654, 1.358)
S (1.300, 0.062, 2.037)
C (-0.470, 0.179, 2.649)
C (-0.960, -1.256, 2.696)
S (-1.424, -2.015, 1.042)
C (-0.736, -3.702, 0.948)
C (0.211, -4.006, -0.216)
S (1.642, -2.878, 0.165)
C (2.576, -2.622, -1.333)
C (3.472, -1.341, -1.053)
S (2.507, 0.242, -1.048)
H (3.784, 0.660, 0.958)
H (3.612, 2.097, 0.068)
H (1.047, 2.193, 0.909)
H (2.253, 2.267, 2.142)
H (-1.160, 0.877, 2.061)
H (-0.431, 0.558, 3.680)
H (-1.904, -1.322, 3.219)
H (-0.269, -1.927, 3.213)
H (-1.537, -4.365, 0.813)
H (-0.285, -4.008, 1.881)
H (-0.304, -3.715, -1.163)
H (0.518, -5.092, -0.263)
H (1.807, -2.437, -2.108)
H (3.200, -3.524, -1.544)
H (4.218, -1.320, -1.851)
H (3.904, -1.557, -0.092)
F (-2.896, 4.956, -2.635)
C (-3.414, 4.135, -1.700)
F (-3.485, 4.814, -0.540)
F (-4.624, 3.715, -2.090)
C (-2.544, 2.947, -1.483)
C (-1.179, 2.985, -1.699)
C (-0.421, 1.883, -1.378)
N (-0.938, 0.749, -0.861)
C (-2.247, 0.669, -0.744)
C (-3.090, 1.737, -1.127)
H (-0.700, 3.845, -2.103)
H (0.635, 1.987, -1.609)
H (-2.725, -0.272, -0.406)
H (-4.211, 1.630, -1.086)

## Properties
2S+1: 1
Total charge: +2

Record 8
C21H43As3FN3O2RbSi | ωB97M-V/def2-TZVPD

Cartesian coordinates (Å):
Rb (0.246, 0.176, -0.224)
N (1.103, -2.884, -2.367)
N (0.492, -1.968, -3.256)
C (-0.519, -1.097, -2.715)
O (-0.515, 0.050, -3.220)
O (-1.241, -1.536, -1.795)
H (2.017, -2.554, -2.079)
H (1.230, -3.769, -2.839)
H (1.146, -1.398, -3.775)
C (-3.318, 3.105, 1.072)
As (-1.574, 2.523, 1.765)
C (-0.782, 4.318, 1.837)
C (-2.245, 2.410, 3.633)
C (-1.320, 1.956, 4.787)
C (0.014, 2.701, 4.697)
C (-1.121, 0.428, 4.767)
As (0.117, -0.374, 3.446)
C (1.792, -0.265, 4.464)
C (-0.318, -2.221, 3.955)
C (-2.082, 2.324, 6.082)
As (-1.361, 2.273, 7.936)
C (-0.264, 3.907, 7.905)
C (0.135, 0.994, 7.955)
H (-3.717, 3.941, 1.648)
H (-4.022, 2.274, 1.110)
H (-3.203, 3.405, 0.031)
H (-1.348, 4.977, 2.498)
H (-0.800, 4.722, 0.825)
H (0.255, 4.268, 2.163)
H (-3.124, 1.759, 3.595)
H (-2.612, 3.418, 3.851)
H (0.513, 2.465, 3.754)
H (0.682, 2.420, 5.510)
H (-0.141, 3.781, 4.737)
H (-2.090, -0.047, 4.581)
H (-0.791, 0.085, 5.749)
H (1.641, -0.512, 5.515)
H (2.224, 0.730, 4.373)
H (2.492, -0.976, 4.022)
H (-0.296, -2.352, 5.038)
H (0.406, -2.894, 3.496)
H (-1.309, -2.476, 3.580)
H (-2.994, 1.723, 6.115)
H (-2.417, 3.365, 6.021)
H (-0.910, 4.761, 7.702)
H (0.531, 3.879, 7.163)
H (0.177, 4.045, 8.892)
H (-0.242, -0.028, 7.949)
H (0.656, 1.153, 8.900)
H (0.843, 1.123, 7.139)
C (4.867, -2.099, -0.794)
Si (3.970, -1.190, 0.606)
C (2.637, -2.385, 1.222)
C (5.244, -1.008, 1.995)
N (3.192, 0.261, 0.209)
C (3.817, 1.349, -0.287)
C (5.158, 1.495, -0.727)
C (5.663, 2.671, -1.269)
C (4.877, 3.806, -1.413)
C (3.549, 3.726, -0.986)
C (3.082, 2.555, -0.455)
F (1.767, 2.552, -0.049)
H (5.075, -3.136, -0.512)
H (5.814, -1.632, -1.072)
H (4.239, -2.118, -1.691)
H (3.022, -3.091, 1.964)
H (2.192, -2.965, 0.409)
H (1.830, -1.814, 1.691)
H (5.641, -1.972, 2.327)
H (4.777, -0.516, 2.855)
H (6.084, -0.384, 1.681)
H (5.821, 0.641, -0.644)
H (6.699, 2.691, -1.591)
H (5.267, 4.716, -1.847)
H (2.868, 4.565, -1.073)

## Properties
2S+1: 1
ΔE to the lowest compared entry with this formula, charge and spin (kJ/mol): 23.0
Total charge: -1

no.,electronic energy (eV)
1,-63387.4517
2,-18421.6286
3,-53952.8037
4,-7360.7932
5,-61291.3726
6,-69279.4339
7,-73258.6644
8,-224809.0928